C4H9N3O | ωB97M-V/def2-TZVPD

The molar mass comes out at 115.1 g mol⁻¹. The value obtained for the HOMO-LUMO gap is 9.285 eV. The calculation puts the largest force on an atom at 0.062 hartree/bohr. Its SMILES is C/C=C/N(N)C(N)=O. For the total energy, the calculation gives -397.28062 Eh. For the LUMO energy, the calculation gives 0.851 eV. The energy above the lowest of the compared OMol25 structures with the same formula, charge and spin is 183.86 kJ/mol. The HOMO energy is -8.4 eV.

Each line ends with the Mulliken charge.
Cartesian coordinates (Å):
C  2.26  2.44  -0.06  -1.38
C  1.36  1.30  0.14  -0.06
C  0.74  0.57  -0.77  -0.32
N  -0.40  -0.32  -0.54  0.25
N  -0.51  -1.37  -1.48  -0.69
C  -0.96  -0.66  0.71  0.46
N  -1.98  -1.63  0.56  -0.42
O  -0.61  -0.21  1.76  -0.58
H  3.29  2.11  0.00  0.29
H  1.96  3.17  0.62  0.37
H  2.23  2.90  -1.02  0.37
H  1.27  1.03  1.16  0.38
H  0.81  0.71  -1.82  0.37
H  -0.99  -1.10  -2.36  0.22
H  0.36  -1.82  -1.69  0.21
H  -2.35  -1.88  1.43  0.24
H  -1.94  -2.16  -0.28  0.29